Record 1
ORCA calculation (ωB97M-V with the def2-TZVPD basis set) on a 7-piece molecular cluster, C3H19N3O8 overall at a distorted geometry.

Geometry as XYZ:
```
33
Properties=species:S:1:pos:R:3
N -2.799 -0.877 1.719
C -2.446 -0.308 0.430
C -1.047 0.261 0.398
O -0.364 0.428 1.410
N -0.472 0.446 -0.826
C -1.119 0.101 -2.058
N -0.817 -1.127 -2.513
O -1.843 0.893 -2.619
H -3.528 -0.383 2.196
H -2.050 -1.139 2.328
H -2.618 -1.072 -0.326
H -3.102 0.540 0.229
H 0.509 0.697 -0.726
H -0.317 -1.783 -1.926
H -1.286 -1.457 -3.340
O 1.555 2.144 0.716
H 0.782 1.844 1.230
H 1.680 3.100 0.810
O 2.505 -0.343 -0.496
H 2.949 -0.033 -1.289
H 2.656 0.302 0.204
O 0.408 3.073 -1.999
H 0.194 2.908 -1.081
H -0.380 2.914 -2.528
O 2.515 1.696 3.429
H 2.141 1.499 2.558
H 1.866 1.461 4.096
O 0.607 -2.235 1.108
H 0.782 -1.484 0.529
H -0.191 -1.994 1.585
O 0.818 -3.376 -1.400
H 0.630 -3.299 -0.444
H 1.781 -3.398 -1.403
```

Results
- E_HOMO: -0.364 Eh
- Calculated total energy: -891.95086 Ha
- Gap between HOMO and LUMO: 10.218 eV
- SMILES: NCC(=O)NC(N)=O.O.O.O.O.O.O

Atomic partial charges in e from the Löwdin method, atoms 1 to 4: N 0.0212; C -0.1667; C -0.4412; O 0.0135



Record 2
ORCA calculation (ωB97M-V with the def2-TZVPD basis set) on C39H63As3BrKN6O4S2 as an isolated structure at a distorted geometry.

Geometry as XYZ:
```
119
Properties=species:S:1:pos:R:3
K 1.851 -0.184 -0.581
C 1.299 -3.883 1.194
As 0.567 -2.859 2.678
C 1.587 -3.796 4.152
C -1.218 -3.885 2.998
C -2.443 -3.096 3.484
C -3.444 -4.105 3.982
C -2.998 -2.337 2.311
As -1.924 -1.186 1.204
C -1.294 0.273 2.236
C -3.390 -0.713 0.067
C -2.045 -2.098 4.669
As -3.551 -1.262 5.653
C -3.657 0.581 4.834
C -2.550 -0.706 7.283
H 0.903 -3.565 0.225
H 1.172 -4.956 1.267
H 2.370 -3.595 1.272
H 1.555 -4.873 3.998
H 1.142 -3.620 5.219
H 2.602 -3.349 4.103
H -0.894 -4.671 3.681
H -1.384 -4.391 2.057
H -3.789 -4.801 3.182
H -4.342 -3.692 4.351
H -3.008 -4.803 4.791
H -3.807 -1.659 2.613
H -3.381 -3.037 1.526
H -0.388 -0.114 2.744
H -2.025 0.554 3.025
H -0.887 1.039 1.629
H -4.091 -0.071 0.586
H -3.849 -1.702 -0.175
H -3.052 -0.301 -0.900
H -1.394 -1.310 4.368
H -1.670 -2.675 5.480
H -3.964 0.398 3.761
H -2.740 1.189 4.881
H -4.526 1.049 5.206
H -2.509 -1.486 8.065
H -3.095 0.207 7.541
H -1.466 -0.518 7.065
N -0.384 -3.948 -2.173
C -0.404 -3.537 -3.485
N -0.229 -2.317 -3.828
C -0.252 -2.135 -5.191
C -0.445 -3.309 -5.892
S -0.505 -4.634 -4.827
C 0.133 -0.850 -5.675
C 0.116 -0.480 -6.956
S 0.757 1.151 -7.124
C 0.956 1.212 -5.373
N 0.690 0.068 -4.835
N 1.387 2.340 -4.662
H -0.339 -3.145 -1.571
H -1.091 -4.586 -1.755
H -0.335 -3.469 -6.965
H -0.323 -1.036 -7.801
H 2.014 2.885 -5.168
H 1.764 2.076 -3.772
C -1.371 3.568 -2.571
C -1.994 2.652 -1.465
C -3.467 2.515 -1.695
C -1.557 3.178 -0.108
C -2.557 3.693 0.824
C -2.212 3.950 2.145
C -0.953 3.779 2.596
C 0.083 3.300 1.766
C 1.484 3.154 2.275
C 1.671 1.833 3.082
C 1.860 4.386 3.163
C -0.217 2.978 0.461
N 0.793 2.430 -0.363
C 1.632 3.309 -0.807
C 2.777 3.033 -1.624
C 3.728 4.004 -2.090
C 4.702 3.278 -2.781
C 4.277 1.933 -2.838
N 3.110 1.798 -2.121
C 4.924 0.772 -3.524
C 4.715 -0.468 -2.745
C 6.414 0.956 -3.803
C 4.186 0.700 -4.838
H -1.436 3.223 -3.633
H -0.284 3.732 -2.495
H -1.837 4.558 -2.534
H -1.502 1.681 -1.609
H -4.065 3.425 -1.691
H -3.759 1.751 -0.961
H -3.634 2.076 -2.710
H -3.567 3.868 0.482
H -2.887 4.431 2.847
H -0.734 4.171 3.615
H 2.200 3.178 1.502
H 1.021 1.798 3.948
H 2.684 1.769 3.451
H 1.482 0.991 2.500
H 1.103 4.590 3.956
H 1.896 5.270 2.493
H 2.886 4.338 3.653
H 1.520 4.357 -0.572
H 3.805 5.038 -1.690
H 5.651 3.632 -3.259
H 5.174 -0.362 -1.738
H 5.094 -1.370 -3.273
H 3.652 -0.687 -2.666
H 6.938 1.332 -2.919
H 6.650 1.652 -4.581
H 6.864 0.015 -4.174
H 3.172 0.317 -4.715
H 4.486 -0.122 -5.518
H 4.135 1.648 -5.439
O -1.077 -2.442 0.147
O -0.498 -1.032 0.022
O -2.880 -4.968 -1.138
C -3.780 -4.574 -1.942
O -4.966 -4.274 -1.627
H -3.500 -4.557 -2.992
Br 4.179 -1.463 1.645
```

Results
- E_HOMO: -0.112 Eh
- Calculated total energy: -12830.99151 Ha
- Gap between HOMO and LUMO: 6.664 eV
- Charge: -2

Atomic partial charges in e from the Löwdin method, atoms 1 to 4: K 0.5310; C -0.3336; As 1.1453; C -0.3357



Record 3
ORCA calculation (ωB97M-V with the def2-TZVPD basis set) on C15H23NOPdS5 as an isolated structure.

Geometry as XYZ:
```
46
Properties=species:S:1:pos:R:3
Pd -0.469 0.843 0.595
C -0.018 3.878 1.718
C -1.154 3.445 2.627
S -2.116 2.050 1.939
C -2.248 0.908 3.346
C -0.925 0.392 3.883
S 0.158 -0.317 2.591
C 1.764 0.459 2.954
C 1.786 1.970 2.818
S 1.117 2.545 1.217
H 0.583 4.652 2.200
H -0.385 4.299 0.781
H -1.854 4.272 2.754
H -0.806 3.162 3.619
H -2.884 0.098 2.984
H -2.803 1.421 4.134
H -1.115 -0.410 4.597
H -0.366 1.165 4.407
H 2.463 -0.024 2.270
H 2.049 0.166 3.966
H 2.815 2.332 2.866
H 1.231 2.463 3.613
S -1.889 2.859 -3.509
C -0.999 2.409 -2.124
N -1.501 1.448 -1.387
C -2.686 1.003 -1.949
C -3.523 -0.018 -1.468
C -4.720 -0.344 -2.164
C -5.074 0.327 -3.306
C -4.243 1.356 -3.810
C -3.048 1.676 -3.114
H -0.063 2.905 -1.899
H -3.264 -0.569 -0.572
H -5.350 -1.133 -1.778
H -5.986 0.080 -3.834
H -4.519 1.890 -4.714
C 4.425 -6.607 -2.112
S 4.877 -4.896 -1.930
C 5.850 -4.411 -3.339
O 3.736 -4.013 -1.662
H 3.786 -6.695 -2.993
H 3.907 -6.906 -1.202
H 5.354 -7.167 -2.232
H 6.797 -4.949 -3.273
H 6.008 -3.336 -3.262
H 5.301 -4.680 -4.243
```

Results
- E_HOMO (alpha / beta): -0.733 / -0.773 Eh
- ⟨S²⟩: 6.0424
- Calculated total energy: -2832.61207 Ha
- Energy relative to the best compared isomer or geometry (same formula, charge and spin): 0.206 eV
- Gap between HOMO and LUMO (alpha / beta): 8.594 / 6.229 eV
- Charge: +4
- Spin multiplicity: 5

Atomic partial charges in e from the Löwdin method, atoms 1 to 4: Pd 0.4680; C -0.4435; C -0.4242; S 0.9324